No. 1
18
Properties=species:S:1:pos:R:3:mulliken_charge:R:1 method="wB97M-V/def2-TZVPD" smiles="C=NCCCCO" e_homo_ha=-0.35146 homo_lumo_gap_ev=10.606 total_energy_ev=-8899.1511 de_lowest_ev=2.546
C 1.2399 -1.6104 2.3783 -0.3220
N 0.4203 -1.0866 1.5802 -0.2828
C 0.6203 0.2634 1.0550 -0.6324
C 0.7412 0.1573 -0.4823 -0.5581
C -0.5691 -0.3247 -1.0790 -0.7343
C -1.7254 0.6868 -1.1839 -0.3161
O -1.5233 1.8513 -2.0603 -0.5173
H 1.1536 -2.6585 2.6697 0.2615
H 1.9437 -1.0318 2.9967 0.2154
H 1.5645 0.6865 1.4578 0.3877
H -0.1890 0.9156 1.3762 0.2861
H 1.6748 -0.3075 -0.8050 0.3666
H 1.0752 1.1338 -0.8299 0.3146
H -0.9579 -1.1077 -0.4361 0.3560
H -0.3999 -0.6087 -2.1437 0.3603
H -1.8042 1.0552 -0.1531 0.2437
H -2.5367 0.2227 -1.7456 0.2905
H -0.7281 1.7635 -2.5949 0.2807

=====

No. 2
18
Properties=species:S:1:pos:R:3:mulliken_charge:R:1 method="wB97M-V/def2-TZVPD" smiles="C=N/C=C/CC.O" e_homo_ha=-0.32989 homo_lumo_gap_ev=9.631 total_energy_ev=-8898.3319 de_lowest_ev=3.365
C 0.2250 -1.7735 2.6338 -0.2204
N 0.6350 -1.2283 1.5793 -0.4425
C 0.1089 -0.0186 1.0629 -0.0016
C -0.6161 1.0460 1.3952 -0.3286
C -0.7300 2.1640 0.4150 -0.5532
C -1.6502 1.7015 -0.7408 -1.0913
H 0.6619 -2.6712 3.0611 0.2352
H -0.5555 -1.5216 3.3712 0.1951
H 0.4101 0.0635 -0.0132 0.2299
H -0.9971 1.2359 2.4085 0.3192
H -0.9844 3.1503 0.8267 0.3723
H 0.2215 2.6020 0.0402 0.2889
H -2.5893 2.2880 -0.6830 0.3153
H -2.0136 0.6895 -0.5918 0.4022
H -1.1548 1.7964 -1.6960 0.2797
O 3.2232 -2.9813 -4.0558 -0.6334
H 2.7735 -2.6299 -4.8310 0.3168
H 3.0318 -3.9126 -4.1823 0.3164

=====

No. 3
18
Properties=species:S:1:pos:R:3:mulliken_charge:R:1 method="wB97M-V/def2-TZVPD" e_homo_ha=-0.27773 homo_lumo_gap_ev=3.249 total_energy_ev=-8889.3272 de_lowest_ev=12.370
C 1.7689 1.3946 -1.1823 -0.6776
N -2.2567 -0.8710 1.0781 -0.4662
C -0.9984 -0.2820 0.5788 -0.5883
C 2.1102 0.2869 -0.3905 0.8818
C 1.8308 -0.4243 0.7962 -0.6455
C 3.1162 -0.6893 -0.5349 -0.8243
H 2.1841 1.3784 -2.0859 0.3592
H -0.3900 -1.0276 0.0856 0.2823
H 1.3801 2.3447 -0.8711 0.2978
H -3.1503 -0.4181 0.5925 0.3786
H -2.2880 -1.9502 1.0421 0.2373
H -1.3366 0.3946 -0.2476 0.3282
H 2.2367 -0.3147 1.8013 0.2741
H 2.8852 -1.5955 -1.1359 0.2140
H 4.1190 -0.3429 -0.6942 0.3193
H -0.5657 0.3938 1.3650 0.2009
H -4.6008 0.9383 0.1740 0.2479
O -3.9553 0.5726 -0.3970 -0.8195

=====

No. 4
18
Properties=species:S:1:pos:R:3:mulliken_charge:R:1 method="wB97M-V/def2-TZVPD" smiles="C=C/C=C(/C)N.O" e_homo_ha=-0.26638 homo_lumo_gap_ev=7.951 total_energy_ev=-8898.8292 de_lowest_ev=2.868
C 0.7870 0.2422 -2.4750 -0.9246
C 1.1678 0.0430 -1.2022 -0.0680
C 0.4050 0.6798 -0.1995 -0.3190
C 0.3211 0.2503 1.0566 0.6290
C -0.4499 1.1827 2.1655 -1.2356
N 0.6999 -0.9486 1.5291 -0.6164
H 1.3214 -0.2740 -3.3076 0.2602
H 0.1529 1.0718 -2.8143 0.2365
H 2.0040 -0.6566 -0.8326 0.3125
H -0.3326 1.3491 -0.5035 0.2796
H -1.5263 1.2704 1.9297 0.2889
H -0.1133 2.3168 2.0732 0.2590
H -0.3373 0.7984 3.1752 0.3972
H 0.0404 -1.5070 2.1106 0.2711
H 0.9341 -1.6053 0.7936 0.2323
O -2.0384 -0.9355 -0.8970 -0.5905
H -2.8140 -1.5183 -1.0639 0.2825
H -1.3065 -1.5089 -1.1604 0.3054

=====

No. 5
18
Properties=species:S:1:pos:R:3:mulliken_charge:R:1 method="wB97M-V/def2-TZVPD" smiles="C/N=C/O.C=CC" e_homo_ha=-0.35504 homo_lumo_gap_ev=10.787 total_energy_ev=-8899.9326 de_lowest_ev=1.765
C 2.5538 -0.6080 0.1807 -0.9568
N 1.3473 0.1763 0.0578 -0.2117
C 1.4495 1.4335 0.1090 0.0739
O 0.3982 2.2565 0.0388 -0.4452
H 2.4556 -1.2888 1.0341 0.2566
H 2.6852 -1.2272 -0.7139 0.2614
H 3.4648 -0.0051 0.3230 0.4013
H 2.3871 1.9918 0.2149 0.2963
H -0.3997 1.6905 -0.0082 0.2875
C -2.4321 0.7546 -0.0773 -0.8881
C -1.7203 -0.2398 -0.6097 0.1293
C -1.4078 -1.5382 0.0677 -0.8900
H -2.6530 1.6625 -0.6347 0.3711
H -2.8348 0.6852 0.9317 0.2435
H -1.3231 -0.1239 -1.6191 0.3366
H -1.7028 -1.5221 1.1217 0.2696
H -1.9347 -2.3633 -0.4266 0.3155
H -0.3332 -1.7347 0.0101 0.1492

=====

No. 6
18
Properties=species:S:1:pos:R:3:mulliken_charge:R:1 method="wB97M-V/def2-TZVPD" smiles="CCN(C)C(C)=O" e_homo_ha=-0.33639 homo_lumo_gap_ev=10.037 total_energy_ev=-8901.3109 de_lowest_ev=0.386
C -2.1048 0.4616 -0.7858 -1.0795
C -1.4259 -0.4382 0.2424 -0.5519
N 0.0153 -0.2178 0.3502 0.0798
C 0.5280 0.4056 1.5538 -1.0517
C 0.7908 -0.5464 -0.7269 0.8374
C 2.2666 -0.1894 -0.6732 -1.2642
O 0.3163 -1.1128 -1.7024 -0.6447
H -3.1886 0.3034 -0.7680 0.3514
H -1.7349 0.2244 -1.7856 0.3105
H -1.9095 1.5188 -0.5738 0.2783
H -1.6019 -1.4887 -0.0112 0.3008
H -1.8508 -0.2577 1.2352 0.3884
H -0.0411 0.0448 2.4146 0.3381
H 1.5720 0.1371 1.7192 0.4158
H 0.4523 1.5012 1.5321 0.2822
H 2.6401 -0.1931 -1.6982 0.3213
H 2.8208 -0.9416 -0.1002 0.3100
H 2.4554 0.7888 -0.2222 0.3779

=====

No. 7
18
Properties=species:S:1:pos:R:3:mulliken_charge:R:1 method="wB97M-V/def2-TZVPD" smiles="CC(C)N(C)C=O" e_homo_ha=-0.33111 homo_lumo_gap_ev=9.885 total_energy_ev=-8898.8624 de_lowest_ev=2.835
C -0.8627 -1.6200 -0.4260 -1.3164
C -0.5301 -0.0854 -0.5561 0.1833
C -1.5150 1.2660 0.2602 -1.0655
N 0.8524 0.1464 -0.1844 0.1937
C 1.7245 -0.7904 0.5032 -0.9158
C 1.1210 1.4725 -0.1882 0.0047
O 0.3626 2.2758 -0.6966 -0.5674
H -0.7447 -2.0253 0.5861 0.3316
H -1.8868 -1.8265 -0.7443 0.3592
H -0.2340 -2.2826 -1.0647 0.3364
H -0.6609 0.1887 -1.6044 0.2080
H -1.3805 2.3865 0.3405 0.3424
H -2.4596 1.1945 -0.2599 0.3365
H -1.5304 0.9666 1.3012 0.3143
H 1.2958 -1.1552 1.4436 0.3123
H 1.9783 -1.6570 -0.1193 0.2859
H 2.6575 -0.2668 0.7364 0.3356
H 2.0149 1.7806 0.3636 0.3214

=====

No. 8
18
Properties=species:S:1:pos:R:3:mulliken_charge:R:1 method="wB97M-V/def2-TZVPD" smiles="CCN(C)C(C)=O" e_homo_ha=-0.33288 homo_lumo_gap_ev=9.868 total_energy_ev=-8896.5523 de_lowest_ev=5.145
C 2.2254 -0.3681 -0.3420 -1.8173
C 1.3490 0.7287 0.2977 -0.3854
N -0.0919 0.6134 0.0546 -0.0325
C -0.8288 1.9247 0.0840 -1.1462
C -0.8367 -0.5466 0.0011 0.8078
C -0.2406 -1.8234 0.3079 -0.9442
O -2.0489 -0.4776 -0.3159 -0.7074
H 3.3511 0.0573 -0.4652 0.2540
H 2.2259 -1.1467 0.1077 0.7211
H 2.0997 -0.7937 -1.2608 0.5795
H 1.4743 0.7093 1.3082 0.3262
H 1.4888 1.4897 -0.2663 0.5325
H -1.9604 1.4841 -0.2666 0.3254
H -0.5896 2.4256 0.8797 0.4340
H -0.4413 2.4488 -0.9403 0.2884
H -1.2237 -2.5716 0.4394 0.3065
H 0.4315 -1.9074 1.3248 0.2676
H 0.1686 -2.1596 -0.8075 0.1899

=====

No. 9
18
Properties=species:S:1:pos:R:3:mulliken_charge:R:1 method="wB97M-V/def2-TZVPD" smiles="CNC(C)=O.C=C" e_homo_ha=-0.35600 homo_lumo_gap_ev=10.540 total_energy_ev=-8897.6803 de_lowest_ev=4.017
C 0.4761 1.2862 -1.9118 -0.7290
N -0.8148 1.2923 -1.0480 -0.2575
C -0.5822 0.9325 0.1845 0.1879
C -1.6848 0.3971 0.9688 -0.5140
O 0.4850 1.0258 0.8391 -0.6894
H 1.2611 1.8175 -1.3049 0.3330
H 1.0919 0.3701 -2.1449 0.2617
H 0.2244 1.8742 -2.9823 0.2655
H -1.4678 0.5679 -1.3611 0.3136
H -2.4497 -0.1660 0.3249 0.3383
H -2.1836 1.2914 1.5439 0.2431
H -0.9295 -0.3112 1.5922 0.1429
C 0.9446 -1.9378 0.1910 -0.0973
C 1.2038 -1.6016 1.4921 -0.6357
H 0.9457 -2.9916 0.0226 0.3272
H 0.6801 -1.0529 -0.3780 -0.1414
H 1.6394 -2.3005 2.3717 0.2214
H 1.1603 -0.4935 1.6003 0.4296

=====

No. 10
18
Properties=species:S:1:pos:R:3:mulliken_charge:R:1 method="wB97M-V/def2-TZVPD" smiles="CC[C@@H](C)NC=O" e_homo_ha=-0.35751 homo_lumo_gap_ev=10.627 total_energy_ev=-8901.4066 de_lowest_ev=0.291
C 1.9960 -0.5612 -0.5435 -1.1733
C 1.0499 -0.4502 0.6480 -0.6157
C -0.4114 -0.2416 0.2502 0.4100
C -1.3425 -0.2315 1.4642 -1.5270
N -0.5637 0.9749 -0.5296 -0.0997
C -1.2073 1.0164 -1.7341 -0.0471
O -1.6375 0.0746 -2.3726 -0.5494
H 1.7126 -1.3979 -1.1919 0.3030
H 1.9782 0.3486 -1.1530 0.2759
H 3.0254 -0.7261 -0.2104 0.3862
H 1.1087 -1.3593 1.2585 0.3275
H 1.3641 0.3776 1.3024 0.3323
H -0.7189 -1.0475 -0.4248 0.2921
H -1.2713 -1.1757 2.0165 0.3787
H -1.0805 0.5822 2.1523 0.3275
H -2.3814 -0.0934 1.1491 0.3733
H -0.2038 1.8397 -0.1338 0.2703
H -1.4164 2.0705 -1.9477 0.3353